C15H12N5O2RuS2Se5 | ωB97M-V/def2-TZVPD

The maximum force is 1.4 eV/A. The charge is +1. For the orbital gap (spin up / spin down), the calculation gives 4.5572 / 4.5601 eV. As for the energy above the lowest of the compared OMol25 structures with the same formula, charge and spin: 0.00 kcal per mole. The value obtained for the total energy is -378273.777 eV. As for the LUMO energy (spin up / spin down): -0.213 / -0.213 Ha.

XYZ file:
```
42
Properties=species:S:1:pos:R:3:forces:R:3
Ru -0.848744 -0.243736 -1.303016 0.37 -0.14 -0.49
O -1.639340 -0.359232 3.157845 0.03 0.01 0.06
C -0.338441 -0.447806 3.517057 -0.01 0.02 -0.02
C -0.062570 -0.442534 4.884194 -0.04 0.01 0.02
C 1.236638 -0.524756 5.335302 -0.01 -0.01 0.01
C 2.296728 -0.617645 4.433757 0.02 0.00 -0.01
C 2.031184 -0.626611 3.083979 0.00 0.00 -0.02
C 0.718523 -0.542150 2.598106 0.00 0.00 0.03
C 0.487252 -0.551149 1.144801 -0.07 0.00 -0.15
O -0.745774 -0.381985 0.714247 0.03 -0.08 0.19
N 1.489240 -0.722172 0.340946 0.06 0.08 -0.08
N 1.130821 -0.720503 -1.016860 -0.34 0.24 0.24
C 2.155832 -0.908597 -1.774962 0.00 -0.21 -0.23
S 3.740708 -1.066882 -1.073181 0.07 0.00 0.02
C 4.600792 -1.059719 -2.669579 0.01 -0.06 -0.04
C 3.720889 -1.760005 -3.684674 0.06 0.05 0.05
S 2.042307 -1.093153 -3.507680 -0.08 0.00 0.09
H -1.676987 -0.364989 2.186055 0.02 -0.01 -0.03
H -0.896004 -0.371225 5.570515 0.01 0.00 -0.01
H 1.430479 -0.517413 6.400349 0.00 0.00 -0.01
H 3.315976 -0.681817 4.788880 -0.01 0.00 0.00
H 2.836470 -0.698351 2.365676 -0.01 0.00 0.01
H 5.542864 -1.589601 -2.532407 0.00 0.01 0.00
H 4.811708 -0.033569 -2.966944 -0.01 0.01 0.01
H 3.690644 -2.834536 -3.511607 -0.02 -0.01 0.00
H 4.041142 -1.567034 -4.707494 -0.01 0.00 0.00
Se -0.922518 0.308590 -3.643869 0.02 -0.09 0.13
Se -1.615867 -1.433041 -4.932514 -0.09 -0.90 1.03
Se -1.914202 -3.248029 -3.449688 0.25 1.08 -0.56
Se -1.480768 -2.465122 -1.342219 -0.14 0.01 -0.28
Se -0.314021 3.620158 -0.431832 -0.12 -0.06 0.01
N -1.970189 4.202737 -0.230284 0.13 0.01 -0.03
C -2.790869 3.198487 -0.477064 -0.02 -0.12 -0.02
C -4.221186 3.168676 -0.452342 -0.02 0.01 0.02
C -4.821635 1.987106 -0.748920 -0.03 -0.01 0.01
C -4.063029 0.808116 -1.062344 0.03 0.04 0.07
N -2.762118 0.795101 -1.092465 -0.18 -0.02 -0.08
C -2.145330 1.981009 -0.817921 0.12 -0.08 0.03
N -0.830089 1.968240 -0.869382 -0.03 0.22 0.05
H -4.784142 4.057971 -0.202960 0.00 -0.02 -0.01
H -5.898752 1.898472 -0.745405 0.00 0.02 0.00
H -4.577602 -0.121301 -1.274086 0.02 -0.02 -0.01
```
Forces are in eV/Å.